Computed, not measured: one molecule with the formula C4H8N2O2 at a distorted geometry, with ωB97M-V with the def2-TZVPD basis set.

```
! wB97M-V def2-TZVPD RIJCOSX def2/J DEFGRID3
* xyz 0 1
C -0.1178 -1.6306 0.2954
C 1.3872 -0.9872 0.5532
C 1.5772 0.0946 -0.2860
C -2.1933 1.1711 0.3327
N -1.1074 -0.8866 0.2523
N -1.1422 0.3302 -0.1365
O 1.7047 -0.1037 -1.6987
O 1.6904 1.3605 0.0841
H -0.3375 -2.7240 0.2859
H 1.4799 -0.8348 1.6184
H 2.0992 -1.8419 0.1978
H -1.9378 1.7365 1.2298
H -2.4340 1.9128 -0.4676
H -3.0236 0.4781 0.5201
H 0.7770 -0.0467 -2.0884
H 1.5779 1.9718 -0.6923
*
```

Properties
LUMO level (alpha / beta) = 0.580 / -0.135 eV
energy relative to the best compared isomer or geometry (same formula, charge and spin) = 140.1 kcal/mol
E_HOMO (alpha / beta) = -0.2728 / -0.2394 Eh
gap between HOMO and LUMO (alpha / beta) = 8.00 / 6.38 eV
molecular weight = 116.12 g/mol